# 1
Molecular formula: C2H2F6N4O
Method: DFT, ωB97M-V with the def2-TZVPD basis set

Atoms and positions in Å:
C (0.54625, -1.24640, 0.42564)
C (-1.51028, -1.50859, 0.71487)
N (0.81632, -0.01074, 0.66224)
N (-1.75694, -0.15962, 1.24711)
N (-2.14310, -1.61507, -0.51613)
N (-1.52774, -2.58397, 1.52056)
O (0.98486, -2.24605, 0.06469)
F (-1.35397, -0.19039, 2.57125)
F (-3.11370, 0.09774, 1.28377)
F (-2.83384, -2.78511, -0.64735)
F (-1.17664, -1.73946, -1.57262)
F (-0.49889, -2.59532, 2.49306)
F (-2.66237, -2.65156, 2.36376)
H (0.06039, 0.38783, 1.29191)
H (1.82772, 0.25134, 0.96828)

- Electronic energy: -26405.7356 eV
- Molecular weight: 212.1 g mol⁻¹
- LUMO level: -0.55 eV
- Total charge: 0
- HOMO-LUMO gap: 9.8209 eV

For each atom in turn, the Mulliken charge in e is: C 0.47; C 0.60; N -0.36; N -0.13; N 0.06; N 0.08; O -0.32; F -0.19; F -0.19; F -0.17; F -0.22; F -0.21; F -0.19; H 0.44; H 0.33

---

# 2
Molecular formula: C2H2FFeO
Method: DFT, ωB97M-V with the def2-TZVPD basis set

Atoms and positions in Å:
C (-0.14417, -0.33085, -0.22339)
C (-0.97236, 0.51615, -0.73037)
O (0.74058, -1.16658, -0.15971)
H (-1.10393, 1.50787, -0.29288)
H (1.67225, -0.66319, 1.51030)
Fe (-1.95161, 0.03704, -2.50080)
F (1.30940, 0.15404, 2.02053)

- Electronic energy: -41253.8795 eV
- Molecular weight: 116.9 g mol⁻¹
- LUMO level (alpha / beta): -0.04 / -1.69 eV
- Total charge: 0
- Expectation value of S²: 8.7579
- Spin multiplicity: 6
- ΔE to the lowest compared entry with this formula, charge and spin: 1.004 eV
- HOMO-LUMO gap (alpha / beta): 7.5837 / 7.4384 eV

For each atom in turn, the Mulliken charge in e is: C 1.23; C -1.20; O -0.56; H 0.46; H 0.43; Fe 0.09; F -0.44